[1]
Here is an isolated molecule of C4H10N2O3 in a non-equilibrium geometry from the Open Molecules 2025 dataset. Energies are from the ωB97M-V functional and the def2-TZVPD basis.

Structure (XYZ):
```
19
Properties=species:S:1:pos:R:3:forces:R:3
C 1.233957 0.455878 1.042030 0.926 -0.168 -0.137
C -0.611270 -1.000458 0.366330 -0.452 0.962 -0.492
C 0.795817 1.267970 -0.080001 -0.956 -0.395 -0.631
N -1.151800 0.681033 -1.525236 0.194 0.610 -0.580
C -0.761045 0.783081 -0.129891 1.108 -1.435 0.807
N 2.271321 -0.364079 1.008127 -1.165 0.363 -0.019
O -2.540714 0.346982 -1.609581 0.290 -0.047 0.358
O 0.243628 -1.740034 -0.517062 0.070 0.002 0.032
O -1.565452 1.354395 0.650414 -0.121 0.275 0.185
H -2.902575 0.912780 -0.899651 0.105 -0.087 -0.044
H -0.227637 -2.508447 -0.853516 0.031 0.068 0.055
H -0.672311 -0.078676 -2.001196 -0.077 -0.046 0.177
H 0.763563 0.628181 2.001315 -0.044 -0.075 0.045
H 2.624816 -0.657651 0.107813 0.050 0.132 -0.017
H 2.435566 -1.000097 1.774492 0.001 0.071 0.018
H -1.665552 -1.193438 0.157920 0.058 -0.119 0.084
H -0.416322 -1.245946 1.415628 -0.015 -0.004 0.017
H 0.841165 2.343200 0.102004 -0.140 -0.084 0.101
H 1.304845 1.015324 -1.009938 0.135 -0.023 0.040
```
Forces are in eV/Å.

Output
E: -493.471424 a.u.
Energy above the lowest of the compared OMol25 structures with the same formula, charge and spin: 134.1 kcal per mole
Charge: 0
LUMO energy: -0.3 eV
Largest force on an atom: 1.98 eV/Å

---

[2]
Here is a cluster of 2 separate species, C4H7ClO2 in total in a non-equilibrium geometry from the Open Molecules 2025 dataset. Energies are from the ωB97M-V functional and the def2-TZVPD basis.

Structure (XYZ):
```
14
Properties=species:S:1:pos:R:3:forces:R:3
C -0.150014 0.319766 -1.168340 0.681 -0.393 -1.597
C -0.344452 0.462729 0.097525 -0.250 0.904 5.138
C -0.229518 -1.861399 0.666624 2.452 -1.551 -0.663
C -0.277584 2.326317 1.287097 -0.942 -4.942 -0.850
O -0.259991 3.324803 0.464928 -0.861 1.814 -0.363
O -0.515134 -0.568671 1.014778 -1.152 2.840 0.356
Cl 1.147300 2.120108 2.392844 -1.144 0.153 -0.717
H 0.033857 -0.694879 -1.575188 -0.301 1.116 -0.224
H -0.075172 1.229811 -1.730228 0.155 -0.003 -0.658
H 0.859848 -1.978777 1.012482 -1.190 -0.499 -1.040
H -0.359480 -2.013336 -0.432333 0.262 -0.311 0.946
H -0.792110 -2.648916 1.197805 -0.242 0.875 -0.013
H -1.296663 2.224987 1.721833 1.274 0.057 0.352
H 0.498897 3.358031 -0.088699 1.258 -0.059 -0.667
```
Forces are in eV/Å.

Output
E: -767.131366 a.u.
Energy above the lowest of the compared OMol25 structures with the same formula, charge and spin: 89.4 kcal per mole
Charge: 0
LUMO energy: 0.7 eV
Largest force on an atom: 5.22 eV/Å

---

[3]
Here is the ion C10H11N2O2 with charge +1 in a non-equilibrium geometry from the Open Molecules 2025 dataset. Energies are from the ωB97M-V functional and the def2-TZVPD basis.

Structure (XYZ):
```
25
Properties=species:S:1:pos:R:3:forces:R:3
C 0.191065 -3.013094 -0.804199 1.052 -2.953 -1.309
C 0.137449 -2.118017 -1.863355 -0.687 0.493 1.151
C -0.135888 -2.693029 0.502884 -0.471 -0.725 0.577
C -0.095336 -0.748050 -1.599164 0.314 -1.065 -0.418
C -0.552456 -1.407515 0.728603 -0.898 2.640 -0.148
C -0.485047 -0.453416 -0.311669 1.529 -1.481 -0.092
C -1.049661 -0.539583 1.874015 1.460 -4.334 1.062
C 0.468897 1.782140 0.039264 -0.810 -1.167 -0.156
C -1.951896 1.337251 -0.405421 -2.241 2.269 -0.304
C 2.512856 2.185200 0.900515 1.351 -2.810 -0.173
N -1.019156 0.680850 1.658101 -0.823 2.336 -0.159
N -0.740371 0.856868 0.242226 0.560 0.677 -1.078
O 0.535535 2.588643 -0.812613 -0.876 0.515 -0.527
O 1.322619 1.345519 0.870910 1.000 0.090 1.350
H 0.555280 -4.105277 -1.078873 -1.055 2.345 0.818
H 0.134300 -2.508134 -2.865408 0.703 0.197 -0.284
H -0.160465 -3.469444 1.276149 0.142 0.439 -0.281
H 0.152552 -0.090563 -2.425227 -0.631 0.534 0.313
H -1.247876 -0.961489 2.890572 -0.002 0.739 -0.948
H -2.318133 2.301564 0.035136 0.697 -0.836 -0.026
H -1.918551 1.561860 -1.516236 0.502 -1.007 1.379
H -2.634533 0.568592 -0.063688 -0.745 0.068 -0.846
H 2.471141 2.784017 1.759686 -0.178 1.078 0.948
H 2.465719 2.662162 -0.042042 0.900 0.991 -0.535
H 3.361956 1.452945 1.009834 -0.792 0.967 -0.312
```
Forces are in eV/Å.

Output
E: -647.323427 a.u.
Energy above the lowest of the compared OMol25 structures with the same formula, charge and spin: 35.6 kcal per mole
SMILES string: COC(=O)[N@+]1(C)N=Cc2ccccc21
Charge: +1
LUMO energy: -3.9 eV
Largest force on an atom: 4.69 eV/Å